Record 1
Formula: C22H26BeN4O3
Source: the Open Molecules 2025 dataset
Level of theory: the ωB97M-V functional and the def2-TZVPD basis

```
56
Properties=species:S:1:pos:R:3:forces:R:3
C -3.17007 -0.52053 -4.86539 -0.76 -1.02 -1.30
C -3.51538 -1.74460 -5.35612 0.12 2.15 -0.19
H -3.35320 0.35823 -5.48088 0.09 -0.08 0.29
H -2.74552 -0.38910 -3.88098 -0.05 0.06 -0.10
C -3.27001 -2.95027 -4.58378 0.70 -0.99 1.76
C -2.62896 -2.89798 -3.38111 -0.75 -0.78 -1.30
H -2.25470 -1.97307 -2.96497 0.02 -0.12 0.04
H -2.47415 -3.81791 -2.82264 0.04 0.21 -0.02
C -4.17657 -1.86427 -6.72211 0.14 0.23 0.10
H -4.32851 -0.86289 -7.13893 0.01 -0.24 0.03
H -5.15700 -2.35845 -6.66911 0.28 0.10 0.10
H -3.56434 -2.43628 -7.43455 -0.11 0.11 0.27
C -3.75242 -4.28004 -5.13941 0.11 0.03 0.24
H -3.33820 -4.48723 -6.13559 -0.07 0.14 0.25
H -4.84779 -4.31775 -5.23043 0.29 0.11 0.03
H -3.44223 -5.08708 -4.46873 -0.09 0.09 -0.17
Be 1.59463 0.94597 2.01766 1.07 0.14 -0.04
O 0.91398 0.14573 0.76281 -1.60 -0.15 -0.36
C -0.33775 -0.10136 0.69830 1.52 0.36 1.05
O 0.45468 1.12906 3.15335 -1.94 -1.49 -0.03
C -0.53431 0.34576 3.08132 1.27 0.88 0.42
O -1.25177 0.00008 4.10928 -0.26 -0.06 -0.95
N -0.99901 -0.21894 1.91231 0.09 0.02 -0.57
C -2.36127 -0.87067 3.62896 -0.24 -0.40 1.29
C -2.33200 -0.79237 2.12952 -0.28 0.55 -0.66
H -3.28009 -0.46743 4.06791 0.34 -0.18 -0.08
H -2.18421 -1.89510 3.98191 0.12 0.48 0.16
H -3.10887 -0.10981 1.77077 0.16 -0.10 -0.14
H -2.42291 -1.75295 1.62919 -0.02 -0.05 0.14
C -1.13419 -0.18510 -0.49791 -0.28 0.07 -1.39
C -0.68201 0.29052 -1.69752 -0.24 -0.10 1.39
H -2.17852 -0.53586 -0.37729 0.81 0.43 -0.21
H 0.35455 0.61966 -1.83090 -0.43 -0.18 0.10
H -1.37344 0.45915 -2.52350 0.25 -0.36 0.12
N 3.15201 2.71437 3.53403 -0.23 0.05 -0.07
C 2.89989 3.20339 2.25363 0.22 -0.10 -0.10
C 3.37552 4.46420 1.85641 -0.11 -0.33 -0.39
C 3.34187 4.78999 0.50154 -0.29 -0.30 0.80
C 2.78949 3.86760 -0.39476 -0.24 -0.52 -0.17
C 2.25991 2.68218 0.08458 0.17 0.54 0.10
N 2.27216 2.36822 1.40771 0.19 0.51 -0.47
C 3.45167 1.36869 3.79156 0.34 0.26 -0.02
C 4.33351 1.10680 4.85502 0.02 -0.62 -0.28
C 4.79410 -0.19456 5.04405 -0.71 0.66 -0.16
C 4.31343 -1.18686 4.17757 -0.26 -0.24 -0.35
C 3.39578 -0.86211 3.18890 0.33 0.35 0.15
N 2.94603 0.41305 2.98237 0.48 -0.39 0.73
H 3.61379 3.37312 4.15839 -0.25 -0.30 -0.24
H 3.79944 5.10634 2.62034 0.09 0.07 -0.25
H 3.74559 5.73389 0.14935 -0.06 -0.12 0.07
H 2.75906 4.06002 -1.46428 0.06 0.01 0.25
H 1.83528 1.92252 -0.57228 0.07 0.38 0.22
H 4.65689 1.94621 5.46470 0.07 -0.26 -0.02
H 5.48128 -0.43115 5.85658 -0.14 0.06 -0.30
H 4.64374 -2.22016 4.28017 -0.11 0.31 -0.08
H 3.02109 -1.60288 2.48298 0.05 0.11 0.30
```
Forces are in eV/Å.

## Properties
Charge ... +2
Lowest unoccupied orbital energy ... -7.48 eV
Energy above the lowest of the compared OMol25 structures with the same formula, charge and spin ... 0.00 kJ/mol



Record 2
Formula: C22H26Cl2N2S5V
Source: the Open Molecules 2025 dataset
Level of theory: the ωB97M-V functional and the def2-TZVPD basis

```
58
Properties=species:S:1:pos:R:3:forces:R:3
V -2.56320 0.79919 -0.64719 -2.60 1.29 -0.01
C 0.18787 -3.56069 3.87253 -0.01 0.03 -0.07
C 0.56752 -3.68819 2.38886 0.07 -0.09 0.06
C 0.17566 -5.08182 1.87452 -0.01 0.07 -0.01
C 2.08318 -3.52622 2.25790 -0.09 0.03 -0.02
C -0.19227 -2.63705 1.59588 -0.10 0.05 -0.03
C -1.59331 -2.61763 1.60622 0.10 0.01 -0.02
C -2.27475 -1.65188 0.90755 -0.04 -0.02 0.06
N -1.66634 -0.70572 0.17419 1.29 -1.87 0.94
C -0.31493 -0.70816 0.15357 -0.28 -0.36 0.20
C 0.43220 -1.65082 0.85015 0.06 0.10 -0.06
C 0.22804 0.37827 -0.65421 0.08 0.36 -0.33
C 1.57791 0.64217 -0.85479 -0.03 -0.10 0.08
C 1.98055 1.71118 -1.63841 -0.10 0.02 0.00
C 0.96111 2.49451 -2.19542 0.05 -0.08 0.04
C -0.35492 2.19010 -1.94931 0.01 0.08 -0.01
N -0.74178 1.14408 -1.20138 2.35 0.27 -0.65
C 3.43954 2.05923 -1.88693 0.13 0.02 -0.02
C 4.39210 1.09235 -1.18095 -0.09 0.03 -0.02
C 3.70683 3.47926 -1.36380 -0.06 -0.06 0.00
C 3.71533 2.00651 -3.39738 -0.06 -0.01 0.05
H 0.73035 -4.30298 4.46004 0.00 0.00 0.00
H -0.87964 -3.72047 4.02626 0.01 0.00 0.03
H 0.43988 -2.56812 4.24952 0.00 -0.01 0.03
H 0.71475 -5.84865 2.43290 -0.01 0.00 0.00
H 0.42365 -5.18631 0.81658 0.00 -0.02 0.01
H -0.89287 -5.26439 1.99372 0.01 -0.03 -0.01
H 2.58158 -4.29898 2.84351 0.00 0.00 0.00
H 2.41325 -2.55656 2.63561 0.03 -0.01 -0.01
H 2.40840 -3.63152 1.22077 0.03 0.00 0.01
H -2.16036 -3.34453 2.17069 0.01 0.01 0.01
H -3.35610 -1.59455 0.95013 0.00 0.00 -0.03
H 1.50935 -1.59343 0.80615 0.00 -0.02 0.01
H 2.30685 0.00342 -0.37944 0.01 0.01 -0.01
H 1.18670 3.35418 -2.81077 0.01 0.01 0.02
H -1.15104 2.81834 -2.33126 -0.01 -0.02 -0.01
H 4.25008 1.11394 -0.09872 0.03 -0.02 0.00
H 5.42212 1.38378 -1.38749 0.00 0.00 0.00
H 4.25740 0.06831 -1.53543 0.02 -0.01 0.02
H 3.49554 3.54094 -0.29499 0.01 0.03 0.00
H 3.08650 4.21602 -1.87478 0.02 0.02 0.01
H 4.75260 3.74459 -1.52653 0.00 0.00 0.00
H 3.51582 1.00818 -3.79135 0.01 0.01 -0.02
H 4.76024 2.25235 -3.59273 0.00 0.01 -0.01
H 3.09276 2.71809 -3.94086 0.02 -0.01 -0.02
S -6.23421 5.66307 3.42662 -0.08 0.13 0.12
C -5.40814 4.57578 2.52141 0.12 -0.20 -0.18
S -6.05545 3.83687 1.08945 0.24 0.00 0.17
C -4.66290 2.84784 0.69826 0.06 0.32 0.46
C -3.61037 2.94185 1.53425 -0.30 0.17 0.02
S -2.15086 2.04691 1.30707 0.41 0.18 0.53
S -3.79571 4.03931 2.88851 -0.23 -0.04 -0.21
S -4.64839 1.81662 -0.68334 -0.95 0.15 -0.43
Cl -4.06628 -1.26559 -1.84856 -0.15 -0.44 -0.21
C -4.11610 -0.50027 -3.44137 -0.01 0.02 0.02
Cl -2.99965 0.87022 -3.43571 0.05 -0.05 -0.51
H -5.11933 -0.13670 -3.62631 -0.01 0.03 0.03
H -3.78675 -1.21624 -4.18343 -0.02 0.00 -0.02
```
Forces are in eV/Å.

## Properties
Expectation value of S² ... 3.7798
2S+1 ... 4
Charge ... 0
Lowest unoccupied orbital energy (spin up / spin down) ... -0.69 / -1.03 eV
Energy above the lowest of the compared OMol25 structures with the same formula, charge and spin ... 71.72 kJ/mol



Record 3
Formula: C22H26Cl45INO7S2
Source: the Open Molecules 2025 dataset
Level of theory: the ωB97M-V functional and the def2-TZVPD basis

```
104
Properties=species:S:1:pos:R:3:forces:R:3
O 0.94740 -0.91645 0.05115 0.99 1.08 -0.66
C 0.11248 -1.68860 0.35608 0.59 -1.07 -0.09
O -0.88009 -2.09784 -0.54019 1.95 -1.42 1.05
C -0.94625 -3.55192 -0.42381 -1.87 -0.91 0.33
C -0.84197 -4.29422 -1.78533 0.51 -0.06 -0.06
C 0.06191 -3.57394 -2.82582 0.41 -0.29 -0.86
C 1.24955 -4.46625 -3.36920 -0.49 0.76 -0.38
S 2.67513 -4.25348 -2.23064 2.03 2.29 1.45
O 2.12473 -4.12561 -0.86518 -0.30 -1.54 -0.98
O 3.27699 -2.95430 -2.58944 -0.72 -1.55 -0.81
N 3.84328 -5.41907 -2.45028 -2.03 -0.52 1.74
S 4.16077 -6.43934 -1.15788 3.47 0.88 -0.94
O 4.56948 -5.77835 0.08095 -1.93 -0.27 -0.60
O 5.28900 -7.27495 -1.60786 -1.95 0.14 -0.32
C 2.76204 -7.62731 -0.88869 -0.88 0.74 0.04
C 2.41869 -7.88465 0.62750 0.73 -0.06 -1.57
O 2.48054 -8.99971 0.99819 -0.11 -0.95 0.67
I 1.81266 -6.43382 2.10780 0.62 -0.05 -0.77
H 0.18177 -2.10544 1.39645 -0.93 -0.41 -0.82
H -0.21475 -3.91551 0.33255 -0.22 0.24 -0.87
H -1.96827 -3.77444 -0.01166 0.83 0.15 -0.17
H -0.40077 -5.30701 -1.57787 -0.41 0.88 -0.01
H -1.85225 -4.48714 -2.23315 0.77 0.38 0.53
H 0.49695 -2.61251 -2.46453 -0.38 -0.79 -0.07
H -0.53516 -3.30519 -3.73729 0.37 -0.23 0.84
H 0.94852 -5.52429 -3.53464 0.34 0.64 0.29
H 1.52406 -3.99798 -4.34945 0.25 -0.70 0.86
H 3.07740 -8.58206 -1.37521 -0.04 0.73 0.83
H 1.83573 -7.31226 -1.43806 0.81 0.19 0.65
C -2.00971 -0.65344 -6.20920 0.00 -0.23 0.17
Cl -3.60050 -1.07258 -5.56097 0.06 0.04 -0.20
Cl -0.81632 -0.54890 -4.91085 -0.05 0.03 -0.02
Cl -1.50400 -1.83171 -7.42599 0.00 0.13 0.08
H -2.08092 0.31621 -6.68303 -0.01 -0.09 0.05
C -5.12763 -0.70073 -1.61377 0.26 -0.04 -0.05
Cl -6.27145 -0.92829 -2.94629 -0.05 0.02 0.02
Cl -5.10707 -2.12337 -0.56395 -0.02 0.08 -0.01
Cl -3.51255 -0.36356 -2.23055 -0.23 0.00 0.03
H -5.45341 0.15056 -1.02729 0.00 -0.08 -0.03
C -2.45814 1.09052 1.61464 0.33 -0.01 -0.33
Cl -4.21273 1.15064 1.37203 -0.03 0.00 0.08
Cl -1.70179 -0.08771 0.54029 -1.83 1.50 0.93
Cl -1.73512 2.68233 1.36375 -0.25 0.06 0.17
H -2.26783 0.78421 2.63638 -0.08 0.05 -0.07
C 2.29694 -0.07887 2.89912 0.04 0.05 -0.09
Cl 3.64471 0.86319 3.54750 -0.05 -0.03 -0.02
Cl 2.02256 -1.52894 3.87771 0.00 -0.03 -0.06
Cl 0.83307 0.90359 2.82137 0.16 0.02 0.04
H 2.54996 -0.39117 1.88926 -0.11 -0.02 0.05
C 1.60100 4.55279 -0.69364 -0.16 -0.17 0.31
Cl 2.93772 5.51382 -0.04108 -0.01 0.05 -0.04
Cl 1.33001 3.11511 0.29031 -0.16 0.37 -0.16
Cl 0.12636 5.52727 -0.78718 0.01 0.05 -0.01
H 1.86518 4.23843 -1.69453 0.03 0.06 0.04
C -0.85957 2.03577 -9.06722 0.13 -0.13 0.01
Cl -0.48959 1.17899 -10.56717 -0.02 0.07 0.06
Cl -2.57564 1.87268 -8.66881 0.02 0.09 -0.06
Cl 0.15352 1.44211 -7.74543 -0.05 0.16 -0.13
H -0.64477 3.08810 -9.21432 -0.04 -0.08 0.01
C 1.22734 7.91297 2.61230 -0.09 -0.04 0.01
Cl 2.45447 8.39910 3.78812 0.08 -0.03 -0.19
Cl 0.11378 6.72166 3.30259 0.13 0.05 -0.19
Cl 0.33988 9.32482 2.02662 0.04 -0.07 0.00
H 1.73240 7.45344 1.76896 -0.07 0.00 0.06
C 1.17180 8.07412 7.93534 -0.07 -0.19 -0.14
Cl 0.39227 7.73072 6.39130 0.02 0.05 0.35
Cl 0.07644 8.96570 9.00311 -0.04 0.02 -0.01
Cl 1.71003 6.57916 8.70772 0.02 0.11 -0.01
H 2.04231 8.69350 7.74775 -0.08 -0.02 0.05
C -3.82633 -4.84479 -8.95772 0.07 0.08 0.12
Cl -3.46791 -3.34918 -9.82699 -0.09 -0.11 -0.09
Cl -2.35824 -5.80196 -8.73952 -0.09 0.05 0.04
Cl -4.57636 -4.49170 -7.39710 0.00 -0.03 -0.08
H -4.52598 -5.42406 -9.54920 0.08 0.04 0.03
C -2.70695 -6.30689 -13.14429 0.15 0.04 0.12
Cl -1.93877 -4.83387 -13.74452 -0.06 -0.08 0.00
Cl -1.65973 -7.12705 -11.98334 -0.07 0.00 -0.18
Cl -4.27737 -5.93755 -12.41888 -0.01 -0.06 -0.09
H -2.87031 -6.97213 -13.98441 -0.02 0.06 0.07
C -1.20739 -1.63028 5.96442 -0.06 -0.07 0.02
Cl -1.82219 -0.28834 4.99421 0.00 -0.06 0.13
Cl -1.45626 -1.31845 7.68578 0.04 0.00 -0.07
Cl -1.97938 -3.14664 5.48788 0.07 0.11 0.01
H -0.14150 -1.71885 5.78390 -0.08 0.04 -0.02
C -2.41700 -6.54551 3.44154 0.10 0.07 -0.08
Cl -3.90533 -6.30415 2.51673 0.00 0.02 0.07
Cl -1.89480 -8.23030 3.35104 -0.02 0.08 0.04
Cl -1.14382 -5.46892 2.85982 -0.72 0.10 0.20
H -2.61891 -6.30651 4.47983 -0.01 -0.04 -0.07
C -0.30385 9.59857 12.89018 0.00 0.01 0.12
Cl 1.02196 10.54397 13.57440 -0.12 -0.18 -0.01
Cl -0.58300 8.13540 13.84113 0.01 0.03 -0.09
Cl -1.77716 10.56995 12.79661 0.07 -0.04 -0.06
H -0.02639 9.30285 11.88398 0.00 0.02 0.08
C 2.71747 13.00091 10.57643 -0.10 0.00 0.06
Cl 2.11978 14.35043 9.60536 0.07 -0.06 0.03
Cl 2.44195 13.30004 12.29496 0.14 0.15 -0.13
Cl 1.94554 11.48978 10.08105 0.08 0.09 -0.02
H 3.78530 12.90987 10.41268 -0.09 0.00 0.01
C 4.66738 2.20804 -1.57820 0.02 -0.08 0.21
Cl 4.39194 2.16001 0.17157 0.36 -0.13 -0.28
Cl 3.14546 2.15788 -2.47379 0.13 -0.15 -0.07
Cl 5.60444 3.64137 -2.02317 0.00 -0.04 0.00
H 5.24112 1.32946 -1.85176 -0.07 0.05 0.01
```
Forces are in eV/Å.

## Properties
Charge ... -1
Lowest unoccupied orbital energy ... 1.25 eV



Record 4
Formula: C22H26ClN3O5S
Source: the Open Molecules 2025 dataset
Level of theory: the ωB97M-V functional and the def2-TZVPD basis

```
58
Properties=species:S:1:pos:R:3:forces:R:3
C -4.16750 -2.31556 0.74528 0.03 -0.09 0.04
C -2.68554 -2.26446 0.53654 0.03 -0.01 -0.02
C -1.86140 -1.55599 1.39988 0.00 -0.12 -0.06
C -0.48982 -1.53905 1.22705 0.09 -0.12 -0.09
C 0.08579 -2.24498 0.17880 -0.63 -0.23 0.09
N 1.49544 -2.28769 0.02787 0.05 -0.12 0.27
C 2.28871 -2.63837 1.20049 0.23 -0.05 0.19
C 2.75639 -1.36363 1.92184 0.08 -0.60 -0.27
O 2.30602 -1.01170 2.99352 -0.17 0.17 0.37
N 3.68978 -0.67928 1.23800 0.39 0.26 -0.25
C 4.06474 0.66553 1.61419 -0.53 0.13 0.09
C 2.89333 1.64965 1.40476 0.24 -0.04 0.58
C 3.34297 3.11022 1.49628 -0.20 -0.23 -0.07
C 3.75384 3.43670 0.05391 -0.02 -0.10 -0.04
C 3.05196 2.35709 -0.78973 0.18 0.26 -0.46
O 2.32458 1.53006 0.11244 -0.15 -0.08 0.00
C 2.14580 -1.92520 -1.09702 -0.08 0.15 -0.25
O 3.35752 -2.04942 -1.21096 0.16 -0.03 -0.22
C 1.33026 -1.20053 -2.15778 0.06 -0.02 -0.60
N 0.61203 -0.13930 -1.48753 -0.56 0.74 -0.63
S -0.45534 0.78575 -2.36665 0.30 -0.11 0.50
O 0.14126 2.05109 -2.70040 -0.04 -0.05 0.30
O -0.99004 -0.02060 -3.42283 -0.10 -0.27 0.10
C -1.70446 1.05630 -1.11969 0.24 -0.04 -0.42
C -1.34165 1.66583 0.06611 -0.08 0.10 0.08
C -2.29513 1.86248 1.04926 -0.01 0.00 -0.08
C -3.60101 1.45172 0.81661 0.18 -0.06 -0.30
Cl -4.79122 1.68484 2.04246 -0.18 0.02 0.20
C -3.96659 0.85098 -0.37930 0.06 0.12 0.15
C -3.00163 0.64622 -1.35020 0.06 -0.04 -0.14
C -0.72731 -2.97743 -0.67818 0.17 0.03 0.14
C -2.09724 -2.97153 -0.50564 -0.03 0.10 0.04
H -4.49733 -1.51284 1.39883 -0.10 0.08 0.05
H -4.69287 -2.24299 -0.20419 -0.11 0.03 -0.05
H -4.44365 -3.26424 1.20659 -0.10 -0.03 0.03
H -2.29614 -1.01321 2.22604 -0.06 0.08 0.09
H 0.13204 -0.99114 1.91628 0.11 0.09 0.10
H 1.67507 -3.23084 1.87942 0.09 0.12 -0.07
H 3.15613 -3.21659 0.87072 -0.12 0.03 0.07
H 3.94730 -1.01264 0.31648 -0.07 -0.08 0.12
H 4.92772 0.95898 1.01683 0.06 0.01 0.03
H 4.33125 0.67566 2.67476 0.07 0.10 -0.11
H 2.10252 1.39412 2.11523 0.11 0.03 -0.05
H 2.50336 3.73291 1.80363 0.03 0.00 0.06
H 4.15580 3.24262 2.20624 0.02 0.04 0.08
H 4.83451 3.37544 -0.06805 0.00 0.04 -0.03
H 3.43602 4.43546 -0.23586 0.05 0.02 -0.01
H 2.32687 2.76205 -1.50015 0.14 -0.05 0.03
H 3.77972 1.74872 -1.34123 -0.07 0.05 0.02
H 0.59464 -1.83026 -2.65829 0.17 -0.12 0.01
H 2.03650 -0.82780 -2.91213 -0.06 -0.21 0.18
H 1.21839 0.45325 -0.92910 0.09 0.20 0.24
H -0.32076 1.97994 0.21072 0.19 0.09 0.14
H -2.03532 2.32783 1.98708 0.01 0.04 0.08
H -4.98912 0.54970 -0.54198 -0.09 -0.03 0.00
H -3.23589 0.17358 -2.29041 -0.12 -0.09 -0.10
H -0.28458 -3.56776 -1.46613 0.07 -0.07 -0.08
H -2.71917 -3.54329 -1.17865 -0.08 -0.06 -0.09
```
Forces are in eV/Å.

## Properties
Charge ... 0
Lowest unoccupied orbital energy ... 0.55 eV
SMILES string ... Cc1ccc(N(CC(=O)NC[C@H]2CCCO2)C(=O)CNS(=O)(=O)c2ccc(Cl)cc2)cc1
Energy above the lowest of the compared OMol25 structures with the same formula, charge and spin ... 5.59 kJ/mol